# 1
DFT (ωB97M-V with the def2-TZVPD basis set) results for a molecular structure, C32H51BBrIrN10PS3.

Values from the calculation:
HOMO energy (spin up / spin down) (eV): -18.4 / -18.4
Charge: +4
Energy relative to the best compared isomer or geometry (same formula, charge and spin) (kJ/mol): 5.2
Multiplicity: 2
LUMO level (spin up / spin down) (eV): -12.70 / -13.47
Gap between HOMO and LUMO (spin up / spin down) (Eh): 0.2112 / 0.1815

Element x y z (Å)
Ir: -0.41898 0.21715 -0.18935
C: 2.22325 2.66566 3.06951
C: 2.20027 1.61058 4.17428
C: 3.41554 1.82012 5.07461
C: 0.94823 1.66048 5.04781
N: 2.30320 0.25807 3.50499
C: 3.39157 -0.56956 3.67066
C: 3.15206 -1.69708 2.97091
N: 1.91367 -1.57812 2.38471
B: 1.33946 -2.76613 1.57639
N: -0.17728 -2.96856 1.92986
C: -0.49677 -3.65957 3.05635
C: -1.85650 -3.79232 3.10116
N: -2.36817 -3.18815 1.99547
C: -1.32400 -2.68060 1.29418
S: -1.41966 -1.81171 -0.18182
C: -3.85249 -3.15824 1.64332
C: -4.62204 -3.89488 2.73407
C: -4.04165 -3.87901 0.31163
C: -4.31683 -1.70486 1.59943
N: 1.68512 -2.69838 0.03421
C: 1.91179 -3.85663 -0.64804
C: 2.42614 -3.53571 -1.86838
N: 2.49615 -2.17387 -1.94820
C: 2.01862 -1.67410 -0.78312
S: 1.84231 -0.02931 -0.28401
C: 3.29106 -1.47915 -3.05997
C: 2.67786 -0.13858 -3.43958
C: 3.28294 -2.39042 -4.28686
C: 4.70898 -1.30324 -2.52354
C: 1.40963 -0.37036 2.70912
S: -0.15610 0.27786 2.19446
H: 2.09729 3.65563 3.51264
H: 1.43812 2.48473 2.33348
H: 3.18356 2.65498 2.55142
H: 3.30744 2.79106 5.55608
H: 4.35222 1.83798 4.51760
H: 3.47362 1.07305 5.86585
H: 0.93602 2.60408 5.59344
H: 0.96896 0.85874 5.78629
H: 0.02410 1.57275 4.48006
H: 4.23940 -0.30610 4.27341
H: 3.74998 -2.58553 2.86432
H: 1.87630 -3.75932 1.95627
H: 0.25176 -4.03553 3.73323
H: -2.46750 -4.28962 3.83122
H: -4.34368 -4.94696 2.79947
H: -5.67782 -3.86099 2.47074
H: -4.51523 -3.42299 3.71138
H: -3.66672 -4.90130 0.36398
H: -3.55653 -3.36420 -0.51787
H: -5.10692 -3.92538 0.08897
H: -4.12497 -1.21005 2.55304
H: -5.39180 -1.69512 1.42443
H: -3.84663 -1.14157 0.79371
H: 1.73941 -4.82525 -0.21000
H: 2.77148 -4.18446 -2.65094
H: 1.62612 -0.24506 -3.69988
H: 3.20630 0.21726 -4.32302
H: 2.79162 0.61906 -2.66775
H: 2.27160 -2.68885 -4.56903
H: 3.89926 -3.27878 -4.15866
H: 3.71205 -1.83615 -5.11941
H: 4.72491 -0.65187 -1.64719
H: 5.32770 -0.84534 -3.29492
H: 5.15606 -2.26220 -2.26128
C: -2.80534 4.91042 1.11712
N: -1.58301 4.55931 1.98861
C: -0.38378 5.39420 1.48698
N: -0.16623 5.15425 0.10367
C: -1.36093 5.47440 -0.68291
N: -2.50289 4.66626 -0.24644
C: -2.41028 3.26054 -0.60059
P: -0.90709 2.53271 0.22386
C: -1.29201 3.08653 1.95623
C: 0.36137 3.83070 -0.19326
H: -3.00854 5.96729 1.28850
H: -3.64266 4.31097 1.47256
H: -1.78264 4.82300 2.95805
H: 0.47798 5.11532 2.09174
H: -0.64573 6.43612 1.66974
H: -1.16406 5.29613 -1.73852
H: -1.60435 6.52857 -0.55338
H: -2.33865 3.14805 -1.68196
H: -3.30592 2.72800 -0.27399
H: -0.46663 2.86619 2.62950
H: -2.17639 2.56160 2.32414
H: 0.62608 3.78214 -1.24958
H: 1.27088 3.63530 0.37679
Br: -1.16670 0.70480 -6.91996
C: -1.01583 0.56503 -5.08630
C: -0.63954 1.65978 -4.30908
C: -0.53759 1.50502 -2.94830
N: -0.77380 0.34655 -2.29316
C: -1.12685 -0.70659 -3.06494
C: -1.26385 -0.63947 -4.43159
H: -0.42989 2.61823 -4.76366
H: -0.23069 2.34303 -2.34403
H: -1.31310 -1.64788 -2.57133
H: -1.56314 -1.51984 -4.98366

=====

# 2
DFT (ωB97M-V with the def2-TZVPD basis set) results for C13H11N3OS in the gas phase at a distorted geometry.

Values from the calculation:
HOMO energy (eV): -8.4
Energy relative to the best compared isomer or geometry (same formula, charge and spin) (kJ/mol): 54.1
LUMO level (eV): 0.43
Gap between HOMO and LUMO (Eh): 0.3229

Element x y z (Å)
C: 0.39142 1.38134 -1.86828
N: 0.49017 0.91468 -0.46948
C: 1.69998 0.29730 0.00197
C: 2.60143 -0.41560 -0.84145
C: 3.75530 -1.01794 -0.32278
C: 4.05490 -0.92338 1.01933
C: 3.19933 -0.27463 1.90006
C: 1.99404 0.28876 1.38990
C: -0.47773 1.42669 0.43630
C: -0.70780 2.78564 0.55849
C: -1.71392 3.26660 1.48300
O: -1.86767 4.48423 1.56557
N: -2.54804 2.37367 2.16746
C: -2.30041 1.08214 1.98841
S: -3.25394 -0.22642 2.69095
C: -2.22872 -1.40343 1.92011
C: -1.20132 -0.82922 1.17259
N: -1.26442 0.58205 1.21233
H: 0.62822 0.61012 -2.57842
H: -0.61749 1.66198 -2.10449
H: 1.03924 2.24893 -2.04480
H: 2.39834 -0.49610 -1.91831
H: 4.48292 -1.43461 -1.01008
H: 4.97850 -1.38724 1.36181
H: 3.46432 -0.15683 2.94909
H: 1.38129 0.87007 2.08896
H: -0.14398 3.54742 0.03527
H: -2.40341 -2.47704 1.97222
H: -0.48441 -1.43303 0.59040